No. 1
# C6H25N2O4

A cluster of 5 separate species, C6H25N2O4 in total in a non-equilibrium geometry (ωB97M-V/def2-TZVPD, the Open Molecules 2025 dataset).

XYZ file:
```
37
Properties=species:S:1:pos:R:3:mulliken_spin:R:1
N -0.7113 0.8379 -0.2431 0.003
C 0.4908 0.8766 0.7522 0.039
C 0.7001 2.2313 1.3338 0.006
C 0.1067 2.3700 2.6920 -0.002
C 2.1940 2.6281 1.4448 0.002
C 0.2634 -0.2785 1.7966 0.013
N 0.3394 -1.5271 0.9442 0.860
C 1.0041 -2.7835 1.4847 0.015
H -0.3369 0.5647 -1.1458 0.000
H -1.2089 1.7592 -0.3257 -0.001
H -1.4095 0.1329 0.0168 0.001
H 1.4200 0.6871 0.1103 -0.005
H 0.2249 2.9177 0.6360 0.003
H 0.5123 1.7305 3.5210 0.002
H -0.9794 2.2489 2.6818 0.001
H 0.2627 3.3756 3.1491 0.002
H 2.5546 2.9576 0.4224 0.000
H 2.8208 1.7518 1.4825 0.000
H 2.4504 3.3311 2.1859 0.000
H 1.0584 -0.0824 2.5206 0.007
H -0.6654 -0.0516 2.2741 0.028
H -0.5572 -1.8307 0.4844 -0.033
H 1.9802 -2.8949 1.0886 0.028
H 0.8043 -2.6851 2.5460 0.021
H 0.3617 -3.6665 1.2446 0.009
H -3.5456 -1.8450 -0.3116 0.000
H -2.4824 -1.9615 -1.3840 0.000
O -2.5855 -1.7072 -0.4225 0.000
H -0.9781 0.2682 -3.2475 0.000
H -1.2411 1.7350 -3.6469 0.000
O -0.9271 1.1920 -2.9508 0.000
H -1.2775 -3.0756 -2.5773 0.000
H -1.4891 -2.0175 -3.7335 0.000
O -1.8620 -2.4086 -2.9504 0.000
H 0.7841 -0.9436 -4.3561 0.000
H 1.2918 -2.2700 -3.8629 0.000
O 0.6323 -1.5668 -3.6543 0.000
```

The total energy is -17779.494 eV. The HOMO energy (spin up / spin down) comes out at -17.95 / -17.95 eV. Its spin multiplicity is 2. As for the expectation value of S²: 0.754. As for the energy above the lowest of the compared OMol25 structures with the same formula, charge and spin: 0.171 eV. The LUMO energy (spin up / spin down) comes out at -6.003 / -11.130 eV. Its charge is +2.


No. 2
# C6H25NO7

A cluster of 8 separate species, C6H25NO7 in total in a non-equilibrium geometry (ωB97M-V/def2-TZVPD, the Open Molecules 2025 dataset).

XYZ file:
```
39
Properties=species:S:1:pos:R:3:mulliken_charge:R:1
C 1.0923 0.7274 3.1728 -1.766
C 0.5789 0.5956 1.6822 0.029
C 0.6705 -0.5446 1.0145 -0.384
N 0.7497 -1.7946 1.6783 -0.365
C 0.3065 -0.6294 -0.3733 0.065
C -0.3076 -1.7048 -0.8988 0.764
C -0.4272 -1.7623 -2.3785 -1.566
H 2.2022 0.8377 3.1273 0.290
H 0.7682 -0.0254 3.8599 0.472
H 0.5592 1.5897 3.6003 0.342
H 0.3615 1.6538 1.2978 1.089
H 1.0598 -2.6601 1.2683 0.242
H 1.2910 -1.6535 2.4920 0.239
H 0.7846 0.2278 -0.9794 -0.819
H -0.7089 -2.6781 -0.4807 0.339
H -0.0396 -2.8222 -2.6723 0.408
H 0.0531 -1.0117 -3.0297 0.326
H -1.5076 -1.8120 -2.7677 0.333
O -1.9189 2.6004 2.0914 -0.657
H -2.3422 2.0768 1.4576 0.353
H -1.0188 2.3164 2.1061 0.313
O 2.2754 -0.4843 -2.6675 -0.723
H 1.7898 0.1878 -2.0875 0.298
H 1.6985 -1.0191 -3.1995 0.303
O -2.2696 -0.9269 1.8193 -0.651
H -1.3171 -1.1998 1.7947 0.365
H -2.5035 -0.7534 2.6340 0.277
O -2.5687 0.9632 -0.1288 -0.631
H -2.2323 0.2828 0.4398 0.384
H -3.5143 1.0165 0.1094 0.259
O 1.1924 2.5908 -1.7915 -0.573
H 1.2828 3.4048 -2.3068 0.276
H 1.9707 2.6117 -1.1637 0.273
O -2.0857 2.0811 -2.8343 -0.667
H -2.6796 1.8398 -2.0866 0.350
H -1.2134 2.1089 -2.3906 0.289
O 2.4857 -2.3898 -0.4199 -0.627
H 3.2609 -2.2792 0.0125 0.257
H 2.2216 -1.5618 -1.0011 0.492
```

The total energy is -22447.232 eV. The HOMO energy comes out at -8.47 eV. As for the SMILES: C/C=C(N)/C=C/C.O.O.O.O.O.O.O. As for the energy above the lowest of the compared OMol25 structures with the same formula, charge and spin: 4.772 eV. The LUMO energy comes out at 0.244 eV.


No. 3
# C6H25NO7

A cluster of 8 separate species, C6H25NO7 in total in a non-equilibrium geometry (ωB97M-V/def2-TZVPD, the Open Molecules 2025 dataset).

XYZ file:
```
39
Properties=species:S:1:pos:R:3:mulliken_charge:R:1
C -1.5654 0.9153 1.0115 -1.172
C -0.8591 0.0694 1.7547 0.402
C -0.9841 -1.3868 1.7210 0.085
C -0.8897 -2.1256 2.8250 -1.012
C -1.1769 -2.1415 0.4061 -0.387
C 0.1493 -2.9522 0.1223 -0.637
N 0.9135 -2.4745 -1.0056 -0.439
H -1.4457 1.9909 1.0235 0.583
H -2.2021 0.6660 0.1712 0.302
H -0.2933 0.4163 2.6111 0.149
H -0.6839 -3.1811 2.9376 0.351
H -0.5899 -1.6321 3.7521 0.302
H -2.0474 -2.7929 0.3105 0.406
H -1.4467 -1.4999 -0.4378 0.059
H 0.6555 -3.0087 1.0828 0.376
H -0.1380 -3.9629 -0.1722 0.344
H 1.4030 -3.1482 -1.5770 0.218
H 1.5758 -1.7076 -0.8895 0.097
O -1.9706 0.0968 -4.2082 -0.732
H -2.7861 -0.0761 -3.7358 0.293
H -1.1974 -0.1855 -3.6626 0.463
O 0.0928 -0.4533 -2.6018 -0.778
H -0.0985 -1.3957 -2.4057 0.501
H -0.1416 -0.1659 -1.7074 0.303
O 2.5646 0.1688 -0.7278 -0.667
H 2.8646 -0.2964 -1.5117 0.302
H 2.1875 1.0399 -0.9053 0.268
O 0.9209 2.6787 -0.3744 -0.726
H 0.2643 2.0891 0.0221 0.411
H 0.7910 3.5313 0.0542 0.292
O -1.0196 1.8136 -1.9094 -0.531
H -1.3208 1.7198 -2.8287 0.309
H -0.3989 2.5536 -1.9655 0.288
O 2.2675 0.8569 2.2423 -0.617
H 2.5285 -0.0699 2.2160 0.271
H 2.3057 1.2181 1.3517 0.359
O 0.2760 3.0859 2.6535 -0.647
H 1.2313 2.9504 2.6394 0.350
H -0.0851 2.2275 2.8625 0.260
```

The total energy is -22448.669 eV. The HOMO energy comes out at -9.21 eV. As for the SMILES: C=CC(=C)CCN.O.O.O.O.O.O.O. As for the energy above the lowest of the compared OMol25 structures with the same formula, charge and spin: 3.335 eV. The LUMO energy comes out at 0.379 eV.


No. 4
# C6H25NO9

A cluster of 10 separate species, C6H25NO9 in total in a non-equilibrium geometry (ωB97M-V/def2-TZVPD, the Open Molecules 2025 dataset).

XYZ file:
```
41
Properties=species:S:1:pos:R:3:mulliken_charge:R:1
N 1.8561 -0.2193 -0.4710 -0.072
C 1.1439 0.9035 -0.7534 0.762
C -0.2727 1.0626 -0.7824 -0.557
C -0.9931 2.2637 -0.9765 -0.574
C -0.1588 3.3625 -0.9918 -0.163
C 1.2461 3.2789 -1.0568 -0.689
C 1.9044 2.0841 -1.1018 -0.901
H 1.4005 -0.9003 0.2079 0.160
H 2.8674 -0.0795 -0.4456 0.209
H -0.8011 0.1353 -0.7486 0.361
H -2.0599 2.2656 -0.9821 0.367
H -0.6040 4.3358 -0.9425 0.380
H 1.6740 4.2696 -1.1357 0.384
H 2.9435 2.0662 -1.3149 0.428
O -1.3419 1.7609 2.1448 -0.759
H -1.9840 1.1246 2.4424 0.227
H -0.8047 1.6319 1.3628 0.499
O -1.3451 -0.9706 2.0826 -0.741
H -0.8375 -0.1920 2.3225 0.381
H -1.0382 -1.2021 1.1801 0.332
O 1.1878 2.7660 3.2434 -0.648
H 0.3032 2.7737 2.8437 0.315
H 1.7620 3.1239 2.5655 0.298
O -1.0122 -2.4136 -0.5001 -0.561
H -0.9154 -3.3185 -0.8091 0.259
H -1.7567 -2.0386 -1.0204 0.312
O -3.4682 -1.0901 -1.1128 -0.683
H -3.4980 -0.7354 -0.2094 0.352
H -4.2349 -1.7039 -0.9986 0.313
O 2.9464 -1.8467 1.4253 -0.577
H 3.4832 -1.8282 2.2172 0.258
H 3.1584 -2.6324 0.9047 0.304
O -3.8275 -2.0391 1.6553 -0.632
H -3.5041 -2.9059 1.3573 0.306
H -3.2070 -1.6068 2.2348 0.317
O 2.3587 -3.2602 -1.3268 -0.619
H 1.5613 -2.7705 -1.1092 0.308
H 2.2594 -3.6273 -2.2177 0.296
O 1.2364 -0.5811 -3.4697 -0.637
H 1.9236 -0.6094 -2.8010 0.369
H 0.4488 -0.6374 -2.9123 0.314
```

The total energy is -26545.161 eV. The HOMO energy comes out at -8.09 eV. As for the SMILES: Nc1ccccc1.O.O.O.O.O.O.O.O.O. As for the energy above the lowest of the compared OMol25 structures with the same formula, charge and spin: 0.000 eV. The LUMO energy comes out at 0.037 eV.


No. 5
# C6H25O10

A cluster of 9 separate species, C6H25O10 in total in a non-equilibrium geometry (ωB97M-V/def2-TZVPD, the Open Molecules 2025 dataset).

XYZ file:
```
41
Properties=species:S:1:pos:R:3:mulliken_charge:R:1
O -0.4714 -0.4939 1.2560 -0.579
C 0.5593 -0.5722 0.5346 0.068
O 1.6427 0.0085 0.8741 -0.653
C 0.5279 -1.4170 -0.7091 -0.439
C 0.7219 -0.5071 -2.0372 -0.889
C -0.2723 0.5931 -2.0991 1.255
C -1.1944 0.6357 -3.0644 -1.625
C -0.1228 1.7803 -1.1981 -0.996
H -0.4057 -1.9377 -0.8873 0.214
H 1.2986 -2.1663 -0.5497 0.416
H 0.7035 -1.2260 -2.8661 0.365
H 1.7580 -0.1386 -2.1480 0.536
H -1.1551 0.1003 -4.0153 0.384
H -1.8444 1.4879 -3.1740 0.355
H -0.4136 2.7521 -1.6662 0.468
H 0.9221 1.8555 -0.8138 0.070
H -0.7344 1.8618 -0.2896 0.161
H 3.7145 0.5757 2.5208 0.287
H 2.7731 -0.5134 2.1806 0.511
O 3.5284 -0.3326 2.8096 -0.707
H 3.1948 2.3662 -0.0284 0.433
H 2.4469 2.3211 1.3641 0.303
O 3.1139 2.7897 0.8521 -0.706
H -2.8301 -2.2578 0.9091 0.351
H -3.8536 -1.6026 -0.1312 0.296
O -3.3251 -2.3759 0.0707 -0.690
H -1.5194 -2.9474 2.3841 0.307
H -1.4342 -1.4159 2.1321 0.531
O -2.0407 -2.1428 2.4715 -0.826
H -1.8676 0.6805 1.3899 0.370
H -3.2805 0.3863 1.8239 0.306
O -2.6047 1.0679 1.9044 -0.697
H -2.2874 -1.1658 -2.5943 0.344
H -2.4618 -2.4938 -1.7977 0.334
O -2.2051 -2.1268 -2.6533 -0.656
H 2.7015 0.2518 -0.4144 0.337
H 3.9877 0.8281 -0.0338 0.354
O 3.4378 0.7884 -0.8308 -0.847
H -0.9097 1.2315 3.0998 0.409
H 0.3481 1.6549 2.3073 0.271
O -0.1467 1.8161 3.1170 -0.725
```

The total energy is -27105.642 eV. The HOMO energy comes out at -6.85 eV. As for the energy above the lowest of the compared OMol25 structures with the same formula, charge and spin: 0.000 eV. The LUMO energy comes out at 2.888 eV. Its charge is -1.